[1]
Here is a cluster of 4 separate species, C20H35N2O10 in total from OMol25. Energies are from ωB97M-V/def2-TZVPD.

- electronic energy (eV) = -44755.83153
- HOMO (eV) = -12.3

```
! RIJCOSX wB97M-V def2-TZVPD def2/J DEFGRID3
* xyz 1 1
N 4.018 4.143 0.087
C 3.125 3.052 -0.331
O 3.102 2.636 -1.452
C 2.204 2.437 0.791
C 2.134 0.840 0.706
N 2.755 0.331 1.983
C 4.010 -0.183 1.913
C 4.671 -0.662 3.166
C 3.922 -0.520 4.391
C 2.563 0.042 4.400
C 2.016 0.467 3.131
H 4.807 3.648 0.531
H 3.530 4.581 0.881
H 2.622 2.749 1.788
H 1.147 2.803 0.760
H 2.669 0.435 -0.183
H 1.082 0.472 0.705
H 4.501 -0.214 0.912
H 5.685 -1.095 3.068
H 4.390 -0.856 5.339
H 1.955 0.188 5.314
H 1.011 0.929 3.050
C 0.479 -4.049 2.316
C 1.896 -3.590 2.597
O 2.695 -4.676 3.070
C 3.122 -5.528 2.125
O 2.899 -5.443 0.945
O 3.815 -6.498 2.725
C 4.249 -7.535 1.839
H 0.057 -4.544 3.193
H -0.156 -3.203 2.046
H 0.453 -4.771 1.499
H 1.882 -2.839 3.391
H 2.363 -3.123 1.725
H 4.797 -7.128 0.989
H 3.391 -8.115 1.499
H 4.914 -8.190 2.399
C 0.066 5.010 -2.655
C -0.368 3.675 -2.086
O -1.526 3.818 -1.250
C -2.691 3.956 -1.899
O -2.839 3.962 -3.093
O -3.655 4.114 -0.988
C -4.946 4.372 -1.549
H 0.206 5.741 -1.855
H 1.000 4.907 -3.209
H -0.689 5.416 -3.329
H 0.425 3.279 -1.450
H -0.548 2.940 -2.873
H -5.219 3.614 -2.283
H -4.963 5.365 -1.999
H -5.670 4.344 -0.737
C -3.273 0.740 -2.031
C -3.833 0.594 -3.432
O -4.217 -0.760 -3.698
C -5.380 -1.143 -3.157
O -6.111 -0.457 -2.490
O -5.576 -2.430 -3.463
C -6.742 -2.996 -2.862
H -2.461 0.028 -1.866
H -2.898 1.751 -1.872
H -4.035 0.535 -1.276
H -3.060 0.845 -4.159
H -4.669 1.273 -3.605
H -7.628 -2.401 -3.077
H -6.595 -3.091 -1.785
H -6.880 -3.990 -3.284
*
```

=====

[2]
Here is the molecule C7H12N2O2S from OMol25. Energies are from ωB97M-V/def2-TZVPD.

- electronic energy (eV) = -25362.06568
- SMILES = CN(C)N1C(=O)C(C)(C)OC1=S
- HOMO (eV) = -8.9

```
! RIJCOSX wB97M-V def2-TZVPD def2/J DEFGRID3
* xyz 0 1
C -0.426 0.066 0.119
C 1.517 1.341 0.047
C -0.695 1.615 0.025
C -1.792 1.981 1.031
C -1.161 2.060 -1.315
C 1.453 -2.057 -1.174
C 2.097 -1.690 1.135
N 0.955 -0.020 0.051
N 1.748 -1.155 -0.189
O -1.194 -0.854 0.248
O 0.555 2.162 0.320
S 3.068 1.596 0.022
H -2.577 1.307 0.870
H -2.274 3.085 1.032
H -1.360 1.870 2.097
H -1.190 3.090 -1.333
H -2.107 1.628 -1.665
H -0.571 1.522 -2.166
H 1.403 -1.625 -2.193
H 2.182 -2.843 -1.161
H 0.476 -2.561 -1.112
H 2.533 -0.818 1.716
H 1.159 -2.079 1.640
H 2.813 -2.516 1.126
*
```

=====

[3]
Here is the molecule C4H4IN from OMol25. Energies are from ωB97M-V/def2-TZVPD.

- electronic energy (eV) = -13797.61839
- HOMO (alpha / beta) (eV) = -9.4 / -7.8

```
! RIJCOSX wB97M-V def2-TZVPD def2/J DEFGRID3
* xyz 0 1
C 1.501 -0.162 0.747
C 0.388 0.002 -0.104
C 1.140 -0.169 2.045
C -0.886 0.085 0.604
N -0.841 -0.010 1.945
I 2.246 -0.027 3.738
H 2.492 -0.183 0.403
H 0.215 0.049 -1.141
H -1.547 0.924 0.505
H -1.296 -0.761 0.222
*
```

=====

[4]
Here is the molecule C10H13BrClN2O5PS2 from OMol25. Energies are from ωB97M-V/def2-TZVPD.

- electronic energy (eV) = -137309.20975
- HOMO (eV) = -7.1

```
! RIJCOSX wB97M-V def2-TZVPD def2/J DEFGRID3
* xyz 0 1
C -3.387 0.013 -1.774
N -3.117 1.501 -1.763
C -2.256 1.939 -0.601
C -0.844 1.124 -0.430
C -0.466 0.303 0.978
P -1.716 0.359 2.420
O -1.267 -0.560 3.828
O -3.259 -0.276 1.874
S -1.902 2.235 3.041
C 0.976 -0.483 1.045
C 1.497 -1.309 2.363
O 2.258 -0.657 3.261
O 1.142 -2.762 2.470
C 2.003 -0.445 -0.256
C 3.489 -1.212 -0.219
C 4.702 -0.144 0.154
O 4.342 1.017 0.746
C 1.499 0.399 -1.569
S 2.697 0.406 -3.055
N 0.152 1.146 -1.600
Cl -0.146 2.027 -3.094
H -2.635 -0.530 -2.518
H -4.459 -0.123 -2.281
H -3.403 -0.500 -0.723
H -4.011 2.034 -1.839
H -1.959 3.075 -0.818
H -2.938 1.965 0.350
H -1.313 0.083 4.622
H -3.399 -1.219 2.232
H 0.814 -3.013 1.535
H 3.769 -1.675 -1.269
H 3.500 -2.092 0.578
H 5.852 -0.350 -0.037
H 2.812 -0.990 -3.352
Br 0.974 -1.286 -4.299
*
```

=====

[5]
Here is a cluster of 5 separate species, C2H15NO4 in total from OMol25. Energies are from ωB97M-V/def2-TZVPD.

- electronic energy (eV) = -11996.01679
- expectation value of S² = 0.7506
- HOMO (alpha / beta) (eV) = 0.6 / -6.2

```
! RIJCOSX wB97M-V def2-TZVPD def2/J DEFGRID3
* xyz -1 2
C 2.554 1.458 0.242
C 2.384 0.124 0.930
N 0.983 0.024 1.479
H 2.631 2.202 1.036
H 3.479 1.518 -0.338
H 1.770 1.807 -0.429
H 2.637 -0.678 0.185
H 3.035 -0.052 1.783
H 0.491 -0.813 1.171
H 1.186 -0.106 2.465
H 1.524 -0.012 -3.428
H 2.664 1.139 -3.342
O 2.076 0.624 -3.884
H -3.295 -0.426 2.241
H -3.918 -0.121 3.634
O -3.254 0.164 2.999
H -0.138 1.104 -0.882
H 0.106 -0.470 -1.192
O -0.478 0.302 -1.293
H -3.900 -2.318 -1.140
H -2.772 -1.966 -0.184
O -3.625 -2.417 -0.220
*
```

=====

[6]
Here is a structure of composition C23H19N5O3SSnTe4 from OMol25. Energies are from ωB97M-V/def2-TZVPD.

- electronic energy (eV) = -83594.35945
- HOMO (eV) = -0.6

```
! RIJCOSX wB97M-V def2-TZVPD def2/J DEFGRID3
* xyz -2 1
Sn 0.298 -0.040 -0.213
O 2.317 2.048 4.864
C 1.094 2.582 4.700
C 0.579 3.348 5.746
C -0.681 3.909 5.650
C -1.455 3.723 4.510
C -0.944 2.978 3.464
C 0.325 2.405 3.532
C 0.800 1.633 2.351
O 0.106 1.663 1.287
N 1.940 0.976 2.479
N 2.265 0.307 1.320
C 3.480 -0.075 1.223
C 4.089 -0.656 0.040
C 5.471 -0.877 0.075
C 6.170 -1.337 -1.022
C 5.468 -1.577 -2.205
C 4.108 -1.369 -2.272
C 3.369 -0.920 -1.154
O 2.078 -0.794 -1.248
H 2.498 1.504 4.042
H 1.188 3.475 6.633
H -1.068 4.490 6.480
H -2.450 4.144 4.444
H -1.517 2.801 2.563
H 4.148 0.111 2.068
H 5.998 -0.666 1.000
H 7.238 -1.500 -0.968
H 5.994 -1.933 -3.084
H 3.557 -1.556 -3.186
C -3.761 2.559 -1.986
N -3.644 1.150 -2.242
C -4.477 0.432 -3.064
C -3.936 -0.761 -3.305
N -2.695 -0.823 -2.643
C -2.477 0.413 -1.939
S -0.954 1.302 -2.049
C -1.869 -1.931 -2.682
C -2.349 -3.140 -3.226
C -1.512 -4.231 -3.261
C -0.219 -4.124 -2.764
C 0.149 -2.908 -2.223
N -0.642 -1.839 -2.179
H -4.815 2.829 -2.054
H -3.163 3.149 -2.686
H -3.415 2.778 -0.976
H -5.439 0.816 -3.356
H -4.351 -1.588 -3.844
H -3.368 -3.243 -3.558
H -1.881 -5.171 -3.654
H 0.466 -4.961 -2.757
H 1.131 -2.773 -1.781
Te -1.570 -2.446 1.230
Te -3.352 -3.894 2.506
Te -5.444 -0.428 0.853
Te -2.877 0.037 0.523
*
```